Record 1
# C13H18FeNO3

A molecular structure, C13H18FeNO3 at a distorted geometry (wB97M-V/def2-TZVPD, the OMol25 dataset).

Summary:
- ⟨S²⟩: 6.0721
- HOMO energy (alpha / beta): 0.01 / -4.58 eV
- Orbital gap (alpha / beta): 3.08 / 7.34 eV
- Energy relative to the best compared isomer or geometry (same formula, charge and spin): 0.000 eV
- Spin multiplicity: 5
- Charge: -1
- Max |F|: 0.0700 Eh/bohr

Element x y z (Å)
O  3.61934  -0.01080  0.56536
C  2.69441  0.68034  0.75438
Fe  1.26941  1.64732  1.13790
C  2.27836  2.96460  1.70764
O  3.18699  3.50387  2.20290
C  1.26088  0.79884  2.66810
O  1.41631  0.12020  3.60129
C  -1.91177  -1.87814  -0.48143
C  -2.65261  -0.75302  0.26020
C  -1.74105  0.04930  1.22038
C  -0.86013  1.14701  0.64722
C  -0.12281  0.98479  -0.52530
C  0.02807  -0.29580  -1.18673
C  -0.48452  -1.51476  -0.85586
H  -1.93271  -2.80076  0.11164
H  -3.14474  -0.09313  -0.46109
H  -3.46516  -1.24945  0.81141
H  -2.41932  0.56330  1.93155
H  -1.13474  -0.67647  1.81111
H  -1.12771  2.17592  0.95748
H  0.21323  1.86988  -1.10197
H  0.71164  -0.24799  -2.05337
H  0.08336  -2.40634  -1.14241
C  -3.88249  -5.51921  -2.36090
C  -3.18009  -4.46709  -1.52388
C  -3.79766  -3.07365  -1.61805
N  -2.62069  -2.14756  -1.70986
H  -3.44719  -6.49497  -2.12546
H  -4.95768  -5.56982  -2.15764
H  -3.75334  -5.33716  -3.43925
H  -3.12432  -4.74821  -0.45767
H  -2.14110  -4.42472  -1.88497
H  -4.40664  -2.87033  -2.50134
H  -4.35280  -2.77287  -0.72668
H  -2.00176  -2.57397  -2.40432
H  -2.91228  -1.24283  -2.07506

Atoms 1-3, force components in eV/Å:
O -1.68 1.38 0.58
C 2.51 -2.02 -1.60
Fe -1.13 0.04 -0.33


Record 2
# C13H18N3O3S

2 unconnected molecules or ions with the total composition C13H18N3O3S at a distorted geometry (wB97M-V/def2-TZVPD, the OMol25 dataset).

Summary:
- HOMO energy: -1.54 eV
- Orbital gap: 1.81 eV
- Energy relative to the best compared isomer or geometry (same formula, charge and spin): 18.514 eV
- Charge: -1
- Max |F|: 0.1676 Eh/bohr

Element x y z (Å)
C  -2.68511  -3.02556  -0.25249
C  -3.20427  -1.49507  -0.54035
C  -2.25839  -0.56820  -1.55888
C  -0.86184  -1.18398  -2.21186
C  0.14319  -0.32326  -3.18551
C  -0.43541  1.16668  -3.60858
C  0.13196  2.37438  -2.60309
C  -1.08201  3.27276  -1.96781
S  -1.04407  3.46877  -0.10667
C  -0.22614  2.02000  0.75222
N  -0.76991  0.76999  1.40721
N  0.42670  0.15345  1.83869
C  1.66905  0.95063  1.50238
O  1.24845  2.18445  0.81289
N  -0.45983  -2.63876  -1.89597
C  -1.29399  -3.53391  -0.96251
H  -3.35140  -3.68782  0.46337
H  -4.16717  -0.99762  -0.08846
H  -2.62125  0.53551  -1.75469
H  1.22172  -0.17191  -2.70592
H  0.33297  -0.96126  -4.17283
H  0.03169  1.40730  -4.67771
H  -1.62046  1.16363  -3.67784
H  0.83500  3.09677  -3.24044
H  0.83142  1.85297  -1.82318
H  -2.17070  2.91256  -2.27620
H  -0.96821  4.36575  -2.43392
H  2.80771  0.76706  1.70218
H  0.42846  -3.07355  -2.27180
H  -0.95393  -4.64902  -0.70556
O  3.41815  -0.24311  3.60037
C  2.65474  -0.06086  4.68713
C  2.36123  -1.47741  5.37348
O  1.58986  -1.29621  6.45449
H  1.66568  0.40554  4.53233
H  3.06805  0.57663  5.48859
H  3.35147  -1.93852  5.53622
H  1.95659  -2.11880  4.57072

Atoms 1-3, force components in eV/Å:
C 2.67 2.61 -2.87
C 3.32 -1.12 -1.82
C 2.08 -3.95 0.45


Record 3
# C13H18N4O

C13H18N4O in the gas phase (wB97M-V/def2-TZVPD, the OMol25 dataset).

Summary:
- HOMO energy: -8.27 eV
- SMILES: CCCCc1nc2ccccc2n1CC(=O)NN
- Orbital gap: 8.77 eV
- Energy relative to the best compared isomer or geometry (same formula, charge and spin): 0.000 eV
- Charge: 0
- Max |F|: 0.0159 Eh/bohr

Element x y z (Å)
C  -2.92138  -2.49293  1.75544
C  -1.73142  -2.56858  0.80780
C  -2.04873  -1.93160  -0.54203
C  -0.83940  -1.96005  -1.48642
C  0.32674  -1.21984  -0.93532
N  1.38814  -1.79898  -0.45852
C  2.21811  -0.79092  -0.03910
C  3.47647  -0.84200  0.54787
C  4.08276  0.35520  0.86611
C  3.46404  1.58037  0.61323
C  2.21460  1.65359  0.02976
C  1.60135  0.45517  -0.29279
N  0.39712  0.15280  -0.88549
C  -0.59117  1.10679  -1.28154
C  -1.47146  1.52765  -0.09525
O  -1.23323  1.25750  1.05925
N  -2.56164  2.24141  -0.46504
N  -3.39579  2.85808  0.49162
H  -2.68727  -2.97771  2.69973
H  -3.79176  -2.98354  1.32290
H  -3.17518  -1.45486  1.95952
H  -1.44365  -3.61047  0.65533
H  -0.88062  -2.05229  1.25447
H  -2.87583  -2.46687  -1.01559
H  -2.37083  -0.90068  -0.37896
H  -1.12011  -1.54556  -2.45977
H  -0.52093  -2.99265  -1.63218
H  3.95022  -1.79032  0.74400
H  5.06036  0.35108  1.32561
H  3.97469  2.49294  0.88376
H  1.73909  2.60657  -0.15210
H  -1.21759  0.68875  -2.07450
H  -0.08733  2.00104  -1.66711
H  -2.68565  2.58616  -1.40544
H  -4.17999  2.24027  0.70734
H  -2.85040  2.95577  1.34923

Atoms 1-3, force components in eV/Å:
C 0.21 -0.06 -0.09
C -0.27 0.20 -0.03
C 0.23 -0.18 0.07